[1]
{"formula": "C4H10N2P", "method": "wB97M-V/def2-TZVPD", "elements": ["C", "C", "C", "C", "N", "N", "P", "H", "H", "H", "H", "H", "H", "H", "H", "H", "H"], "xyz": [[-2.719, 1.475, 0.674], [-1.080, -0.392, 0.273], [-2.596, 2.946, 0.240], [4.156, -2.766, -1.057], [-1.777, 0.678, 0.445], [-0.304, -0.917, 1.202], [3.501, -1.286, -1.543], [-3.435, 1.164, 1.386], [-1.255, -0.988, -0.625], [-1.794, 2.985, -0.440], [-3.590, 3.072, -0.218], [-2.480, 3.759, 0.942], [0.267, -1.796, 1.042], [5.101, -3.029, -1.591], [3.728, -3.479, -0.325], [-0.146, -0.406, 2.129], [4.421, -1.020, -2.535]], "atomic_forces_ev_per_a": [[2.6, 2.2, 0.9], [-1.3, -0.5, 0.6], [-1.9, -1.8, 0.0], [0.4, 0.6, -0.9], [0.5, -0.6, -0.8], [1.7, -0.2, 1.7], [-0.6, -1.3, 1.2], [-1.5, -0.4, 0.2], [0.2, 0.3, 0.0], [0.7, 0.2, -1.1], [0.4, 0.6, -0.4], [-0.1, -0.4, 0.9], [-1.1, 1.8, 0.1], [-0.9, -0.3, 0.8], [0.4, 0.7, -0.5], [-0.3, -1.1, -2.0], [0.6, 0.3, -0.5]], "nbo_charge": [0.30, 0.37, -0.67, -0.77, -0.39, -0.73, 0.35, 0.21, 0.24, 0.24, 0.25, 0.28, 0.45, 0.23, 0.22, 0.44, -0.04], "charge": 1, "total_energy_ev": -16569.8391, "orbital_gap_ha": 0.29635}



[2]
{"formula": "C5H15NO2", "method": "wB97M-V/def2-TZVPD", "elements": ["C", "C", "C", "O", "H", "H", "H", "H", "H", "H", "H", "H", "C", "C", "N", "O", "H", "H", "H", "H", "H", "H", "H"], "xyz": [[-0.342, -1.394, 0.364], [-1.138, -2.554, -0.190], [1.050, -1.753, 0.870], [-1.085, -0.664, 1.271], [-0.642, 0.227, 1.314], [-0.139, -0.621, -0.522], [0.963, -2.423, 1.730], [-2.100, -2.206, -0.566], [-1.328, -3.284, 0.601], [-0.592, -3.053, -0.991], [1.630, -2.253, 0.092], [1.582, -0.852, 1.173], [-0.466, 2.810, 0.192], [0.198, 0.651, -1.474], [0.183, 1.561, 0.458], [1.547, 1.773, 0.719], [1.886, 2.429, 0.081], [-1.538, 2.626, 0.110], [-0.119, 3.267, -0.756], [-0.289, 3.526, 1.005], [-0.737, 1.132, -1.731], [1.082, 1.263, -1.637], [0.396, -0.209, -2.111]], "atomic_forces_ev_per_a": [[0.8, 1.0, -1.7], [0.0, 0.0, 0.3], [-0.3, -0.2, 0.1], [-0.2, 0.6, 0.8], [-0.3, -0.7, -0.1], [-0.4, -1.7, 1.5], [0.1, 0.0, 0.0], [0.0, 0.0, 0.0], [0.0, 0.0, 0.0], [0.0, 0.0, 0.0], [0.0, 0.0, 0.0], [0.0, 0.0, 0.0], [0.0, 0.2, -0.6], [0.5, 2.3, -0.1], [0.8, -1.2, -0.7], [-0.4, 0.1, -0.2], [-0.1, -0.1, 0.1], [0.0, 0.0, 0.0], [0.0, 0.0, 0.1], [0.1, -0.2, -0.1], [0.0, 0.0, -0.2], [-0.1, 0.5, 0.1], [-0.3, -0.6, 0.7]], "nbo_charge": [0.15, -0.63, -0.65, -0.75, 0.50, 0.16, 0.21, 0.22, 0.21, 0.20, 0.20, 0.22, -0.48, -0.50, -0.15, -0.56, 0.44, 0.22, 0.17, 0.22, 0.20, 0.17, 0.21], "total_energy_ev": -11007.6991, "orbital_gap_ha": [0.29695, 0.28675]}



[3]
{"formula": "C44H49MgN2O2S2Sb2", "method": "wB97M-V/def2-TZVPD", "elements": ["Mg", "C", "C", "C", "Sb", "C", "C", "C", "C", "C", "C", "C", "C", "C", "C", "C", "C", "Sb", "C", "C", "C", "C", "C", "C", "C", "C", "C", "C", "C", "C", "H", "H", "H", "H", "H", "H", "H", "H", "H", "H", "H", "H", "H", "H", "H", "H", "H", "H", "H", "H", "H", "H", "H", "H", "H", "H", "C", "C", "C", "O", "H", "H", "H", "H", "H", "H", "H", "C", "S", "O", "C", "C", "C", "C", "C", "C", "H", "H", "H", "H", "H", "H", "H", "H", "N", "C", "S", "N", "C", "C", "C", "C", "C", "C", "H", "H", "H", "H", "H", "H", "H", "H"], "xyz": [[6.848, -13.522, -15.805], [6.680, -18.915, -15.217], [5.225, -19.142, -15.700], [4.203, -18.294, -14.969], [2.597, -17.369, -16.053], [2.152, -18.960, -17.344], [1.859, -20.216, -16.817], [1.390, -21.254, -17.635], [1.186, -21.027, -19.031], [1.458, -19.773, -19.549], [1.909, -18.754, -18.699], [3.809, -16.172, -17.316], [4.626, -16.587, -18.354], [5.523, -15.735, -18.940], [5.581, -14.358, -18.598], [4.761, -13.977, -17.550], [3.850, -14.830, -16.950], [7.467, -16.976, -15.736], [9.274, -17.450, -14.689], [10.510, -17.265, -15.246], [11.606, -17.779, -14.494], [11.427, -18.344, -13.274], [10.170, -18.462, -12.738], [9.095, -18.008, -13.432], [7.977, -17.524, -17.668], [8.744, -16.634, -18.461], [9.027, -16.840, -19.807], [8.563, -17.998, -20.397], [7.851, -18.906, -19.632], [7.502, -18.646, -18.300], [7.431, -19.526, -15.700], [6.763, -18.995, -14.160], [4.981, -20.206, -15.662], [5.146, -19.005, -16.848], [4.705, -17.370, -14.634], [3.873, -18.724, -13.981], [2.034, -20.396, -15.740], [1.041, -22.208, -17.250], [0.900, -21.905, -19.716], [1.455, -19.584, -20.597], [2.178, -17.850, -19.229], [4.563, -17.605, -18.674], [6.213, -16.032, -19.730], [6.284, -13.683, -18.978], [4.768, -12.951, -17.225], [3.261, -14.436, -16.150], [10.681, -17.011, -16.278], [12.608, -17.700, -14.919], [12.368, -18.788, -12.847], [9.942, -18.890, -11.793], [8.081, -17.998, -12.929], [9.122, -15.720, -18.060], [9.536, -16.073, -20.379], [8.642, -18.055, -21.485], [7.558, -19.871, -20.058], [6.954, -19.455, -17.811], [4.915, -9.762, -15.816], [5.961, -10.635, -16.428], [7.222, -9.954, -16.924], [6.275, -11.721, -15.584], [4.595, -9.036, -16.588], [5.155, -9.166, -14.949], [3.973, -10.303, -15.589], [5.412, -11.101, -17.237], [7.864, -9.684, -16.040], [6.947, -9.049, -17.490], [7.825, -10.588, -17.558], [11.231, -12.900, -14.887], [9.449, -12.605, -14.852], [8.925, -13.713, -15.791], [9.286, -13.240, -13.171], [9.118, -12.235, -12.189], [9.195, -12.637, -10.882], [9.440, -13.968, -10.551], [9.500, -14.928, -11.520], [9.507, -14.568, -12.830], [11.268, -13.919, -14.534], [11.790, -12.353, -14.142], [11.658, -12.748, -15.897], [8.965, -11.201, -12.433], [9.320, -11.931, -10.069], [9.496, -14.172, -9.445], [9.628, -15.952, -11.371], [9.702, -15.307, -13.588], [4.706, -12.219, -13.388], [4.736, -13.468, -12.991], [5.665, -14.589, -13.939], [3.987, -13.893, -11.956], [3.522, -15.237, -11.792], [4.302, -16.090, -10.999], [3.785, -17.325, -10.712], [2.523, -17.676, -11.191], [1.752, -16.834, -11.991], [2.249, -15.566, -12.273], [5.136, -11.967, -14.303], [4.006, -11.577, -12.975], [3.444, -13.113, -11.616], [5.327, -15.779, -10.697], [4.345, -18.056, -10.235], [2.173, -18.688, -10.956], [0.874, -17.234, -12.512], [1.748, -14.818, -12.804]], "atomic_forces_ev_per_a": [[-0.1, -0.1, 0.1], [-1.0, 0.7, -1.2], [0.3, -0.4, -2.0], [0.4, 0.5, 1.3], [-0.6, -0.1, 0.6], [-0.4, -0.2, -0.8], [0.0, -0.9, 0.3], [-0.7, 0.7, -1.1], [0.1, -1.5, 0.3], [0.5, -0.2, 1.1], [0.3, -0.5, -0.8], [-0.3, 0.7, 0.4], [0.0, -0.3, 0.2], [1.0, 1.8, -1.3], [-1.0, -2.6, 1.6], [-0.2, 0.9, -0.2], [0.7, -0.6, -0.2], [-0.5, 0.5, 0.7], [-1.4, 0.5, -1.0], [1.4, -1.7, 1.0], [-0.1, 1.4, -1.9], [2.3, -1.2, 0.7], [-0.3, -0.2, 0.7], [-1.6, 0.8, 0.4], [1.0, 0.9, -1.3], [-0.1, -0.3, 0.0], [-0.4, 0.1, 0.8], [-0.4, 0.3, -0.8], [-0.3, -0.6, -0.1], [0.5, -1.4, -0.7], [-0.1, -0.6, 0.0], [0.0, -0.3, 0.8], [-0.1, -0.1, 0.5], [0.2, 0.3, 1.7], [0.0, -0.1, 0.0], [0.1, 0.1, -1.1], [-0.2, 0.0, -0.6], [0.5, 0.1, 0.2], [0.3, 1.6, 1.2], [-0.3, 0.1, -0.6], [-0.1, 0.4, 0.4], [0.2, -0.5, -0.2], [-0.3, -0.4, 0.2], [0.9, 0.8, -0.9], [-0.1, 0.4, 0.1], [-0.4, 0.0, 0.4], [-0.2, 0.5, -0.1], [-0.2, -0.1, 0.1], [-1.4, 0.5, 0.1], [0.4, -0.4, 0.8], [1.3, -0.2, -0.8], [0.1, 0.6, 0.6], [0.1, -0.1, 0.1], [0.2, -0.6, 0.4], [-0.1, 0.5, 0.0], [0.1, 0.5, 0.1], [-1.5, 1.2, -0.5], [0.1, -1.4, 0.3], [0.0, 1.0, 0.9], [0.4, -0.6, 0.4], [0.2, -0.1, 0.3], [0.6, 0.0, 0.4], [0.6, -0.1, -0.1], [0.1, 0.2, -1.1], [-0.6, 0.0, -0.8], [0.3, -0.2, 0.2], [0.0, -0.3, -0.2], [0.1, -0.3, -0.6], [0.7, -0.5, 0.6], [-0.7, 0.5, 0.2], [-0.1, 1.4, 0.3], [-0.1, -1.2, -0.9], [1.2, -0.2, 0.9], [-0.8, 0.6, 2.2], [0.2, 0.2, 0.0], [-0.3, 1.1, -1.6], [0.4, -0.6, -0.5], [-0.2, 0.7, 0.1], [-0.4, -0.1, 0.6], [0.0, 0.3, -0.3], [-0.6, 0.2, -0.2], [0.1, -0.2, -1.4], [0.2, -1.5, 0.9], [-0.2, -0.1, -0.2], [-1.2, 1.3, 0.7], [0.4, -1.3, -1.3], [-0.2, -0.4, 0.8], [0.4, 1.3, -0.9], [-0.1, 0.1, 1.1], [0.5, 0.8, -0.6], [-1.2, 0.6, -1.1], [-0.3, -0.7, -0.1], [0.3, -0.4, -0.3], [1.7, -0.9, 1.1], [0.5, 0.2, 0.2], [0.8, -0.5, -0.4], [-0.5, -0.4, 0.6], [-1.0, -0.2, -0.2], [0.9, -1.1, 1.1], [0.0, 0.4, -0.2], [0.1, 0.4, 0.6], [-0.9, 0.7, -1.0]], "lowdin_charge": [0.46, -0.34, -0.36, -0.42, 1.47, -0.45, -0.15, -0.07, -0.08, -0.09, -0.14, -0.38, -0.13, -0.07, -0.05, -0.15, -0.16, 1.51, -0.41, -0.11, -0.08, -0.10, -0.10, -0.17, -0.41, -0.15, -0.09, -0.09, -0.07, -0.14, 0.05, 0.03, 0.10, 0.09, -0.01, 0.07, 0.10, 0.10, 0.13, 0.09, 0.09, 0.09, 0.11, 0.10, 0.08, 0.08, 0.09, 0.11, 0.13, 0.10, 0.12, 0.08, 0.11, 0.11, 0.11, 0.09, -0.07, -0.58, -0.04, -0.39, 0.09, 0.08, 0.08, 0.11, 0.10, 0.09, 0.07, -0.19, 0.99, -0.60, -0.37, -0.07, -0.08, -0.06, -0.06, -0.07, 0.04, 0.07, 0.08, 0.11, 0.11, 0.13, 0.09, 0.09, 0.13, -0.74, 0.63, 0.06, -0.28, -0.02, -0.08, -0.08, -0.07, -0.02, 0.05, 0.14, 0.15, 0.13, 0.09, 0.11, 0.11, 0.10], "charge": 1, "total_energy_ev": -93683.1341, "orbital_gap_ha": 0.30133}